Entry 1:
{"formula": "C5H5NO", "method": "ωB97M-V/def2-TZVPD", "species": ["O", "C", "C", "C", "C", "C", "N", "H", "H", "H", "H", "H"], "positions_angstrom": [[0.316, 0.196, -1.672], [0.168, 1.254, -0.718], [0.319, 0.985, 0.728], [0.948, -0.172, 1.115], [1.545, -1.182, 1.512], [-2.281, -0.821, 0.013], [-3.140, -0.937, 0.779], [1.069, -0.343, -1.385], [0.947, 2.048, -0.841], [-0.791, 1.746, -0.941], [-1.461, -0.686, -0.683], [2.017, -1.889, 2.173]], "homo_lumo_gap_ev": 7.41, "multiplicity": 1, "homo_energy_ev": -9.08, "de_lowest_kcal_mol": 138.1}

Entry 2:
{"formula": "C5H8N2", "method": "ωB97M-V/def2-TZVPD", "species": ["C", "C", "C", "C", "C", "N", "N", "H", "H", "H", "H", "H", "H", "H", "H"], "positions_angstrom": [[0.115, 1.020, -1.123], [-0.438, 0.968, 0.073], [0.779, -1.390, -0.875], [1.040, -0.082, -1.575], [-1.041, -0.098, 2.041], [0.140, -1.568, 0.167], [-0.118, 0.086, 1.026], [-0.028, 1.742, -1.848], [-1.006, 1.797, 0.424], [1.047, -2.351, -1.460], [1.010, -0.159, -2.636], [2.109, 0.262, -1.371], [-2.061, -0.380, 1.747], [-0.575, -0.755, 2.835], [-0.973, 0.909, 2.576]], "homo_lumo_gap_ev": [6.72, 7.30], "multiplicity": 3, "homo_energy_ev": [-5.68, -8.85], "s2": 2.0354, "de_lowest_kcal_mol": 37.8}